{"formula": "C5H10N2S", "method": "ωB97M-V with the def2-TZVPD basis set", "smiles": "CC(C)(S)[C@@H](N)C#N", "e_homo_ha": -0.35023, "elements": ["C", "C", "C", "S", "C", "N", "C", "N", "H", "H", "H", "H", "H", "H", "H", "H", "H", "H"], "xyz": [[-1.3250, 0.4766, 0.3356], [0.0496, -0.2704, 0.5238], [1.1429, 0.7557, 0.2545], [0.2406, -1.2275, 2.1468], [0.2309, -1.3862, -0.4910], [0.2607, -0.8947, -1.8118], [1.8745, -2.1247, -0.2103], [2.9418, -2.4923, -0.3525], [-2.1250, -0.3934, 0.2481], [-1.2609, 0.9618, -0.6458], [-1.6826, 1.0303, 1.2203], [2.0704, 0.5051, 0.6248], [0.9086, 1.5814, 0.9382], [1.2607, 1.2144, -0.7234], [0.6504, -0.2061, 2.9433], [-0.4549, -2.1392, -0.4539], [0.9566, -1.2026, -2.4520], [0.3864, 0.0871, -1.7738]], "mulliken_charge": [-1.220, 0.449, -1.599, -0.161, -0.239, -0.568, 0.206, -0.476, 0.294, 0.322, 0.410, 0.462, 0.419, 0.497, 0.159, 0.557, 0.302, 0.186]}